1.
# C35H54AsBIrN9S3

C35H54AsBIrN9S3 as an isolated structure (ωB97M-V/def2-TZVPD, the Open Molecules 2025 dataset).

Structure (ORCA input):
```
! RIJCOSX wB97M-V def2-TZVPD def2/J DEFGRID3
* xyz 2 1
Ir -2.2358 1.0387 0.0885
C -1.5801 -0.5019 5.1629
C -0.5375 -0.5273 4.0929
C 0.7964 -0.6895 4.3296
C 1.7535 -0.6644 3.2762
N 1.3727 -0.5374 2.0330
N 0.0562 -0.4111 1.8112
B -0.3259 -0.2477 0.3681
N 0.1428 1.3333 -1.6550
N 1.5079 1.0204 -1.8765
C 2.2169 1.9348 -2.4217
C 1.7118 3.2998 -2.6912
C 0.6036 3.7663 -2.1171
C 0.1070 5.1703 -2.2006
C -0.1632 2.7694 -1.3135
S -1.9899 2.8866 -1.3445
C 3.6609 1.6204 -2.7542
C 4.0403 0.2179 -2.2855
C 3.8370 1.7163 -4.2788
C 4.5577 2.6536 -2.0570
N -0.4233 -1.4414 -0.5234
N 0.5095 -2.3853 -0.2503
C 0.6176 -3.3844 -1.0742
C -0.2211 -3.4780 -2.2269
C -1.1853 -2.5565 -2.4774
C -2.1121 -2.6152 -3.6479
C -1.2868 -1.4852 -1.5411
S -2.4952 -0.2889 -1.7360
C 1.6737 -4.4349 -0.7940
C 1.0112 -5.8195 -0.7639
C 2.7073 -4.3695 -1.9298
C 2.3640 -4.1703 0.5418
C -0.8943 -0.3476 2.7346
S -2.5083 0.0010 2.1845
C 3.2372 -0.7860 3.5589
C 3.6356 0.2724 4.5988
C 3.4984 -2.1936 4.1167
C 4.0552 -0.5733 2.2865
H -1.1351 -0.6670 6.1409
H -2.3323 -1.2725 4.9866
H -2.0937 0.4612 5.1715
H 1.1419 -0.8186 5.3469
H 2.3137 3.9535 -3.3063
H 0.7664 5.7688 -2.8249
H 0.0638 5.6210 -1.2059
H -0.9002 5.2064 -2.6208
H 3.4320 -0.5422 -2.7760
H 3.9124 0.1121 -1.2069
H 5.0867 0.0329 -2.5295
H 3.2308 0.9658 -4.7882
H 4.8824 1.5395 -4.5321
H 3.5678 2.6985 -4.6676
H 4.4216 2.6299 -0.9736
H 4.3725 3.6709 -2.4025
H 5.6014 2.4214 -2.2698
H -0.0941 -4.3122 -2.9040
H -1.8985 -3.4835 -4.2662
H -2.0131 -1.7174 -4.2614
H -3.1504 -2.6732 -3.3145
H 0.5611 -6.0883 -1.7204
H 0.2421 -5.8759 0.0084
H 1.7669 -6.5724 -0.5407
H 2.2576 -4.5602 -2.9058
H 3.4726 -5.1283 -1.7671
H 3.1940 -3.3930 -1.9589
H 1.6551 -4.2164 1.3704
H 2.8396 -3.1898 0.5553
H 3.1288 -4.9300 0.7030
H 3.1313 0.1313 5.5555
H 3.4224 1.2808 4.2401
H 4.7068 0.2019 4.7862
H 2.9438 -2.3782 5.0385
H 4.5590 -2.3002 4.3441
H 3.2270 -2.9613 3.3895
H 3.8850 0.4189 1.8658
H 3.8119 -1.3107 1.5227
H 5.1139 -0.6648 2.5282
C -5.9622 1.0175 -2.3410
C -5.4432 2.0944 -1.3922
As -4.6505 1.4111 0.2467
C -4.9935 2.7508 1.6051
C -4.2322 4.0533 1.3868
C -5.6807 -0.1215 0.8405
C -5.3143 -1.4572 0.2076
H -6.4589 1.4887 -3.1881
H -6.6915 0.3664 -1.8594
H -5.1538 0.4003 -2.7325
H -6.2476 2.7611 -1.0751
H -4.6846 2.7098 -1.8785
H -4.7362 2.2883 2.5596
H -6.0736 2.9145 1.6001
H -3.1527 3.9081 1.4587
H -4.5198 4.7841 2.1412
H -4.4435 4.4865 0.4081
H -6.7270 0.1371 0.6647
H -5.5400 -0.1498 1.9231
H -5.4584 -1.4491 -0.8723
H -5.9450 -2.2422 0.6239
H -4.2750 -1.7189 0.4106
N 0.6032 5.2988 1.6004
C 0.5078 4.1647 1.4320
N 0.3902 2.8268 1.2955
C 0.1457 2.3963 0.1410
N -0.0737 1.0291 -0.2402
*
```

HOMO-LUMO gap, hartree: 0.243
HOMO level, eV: -13.67
E_LUMO, eV: -7.1


2.
# C35H54F3MoN2O5SSe

C35H54F3MoN2O5SSe as an isolated structure (ωB97M-V/def2-TZVPD, the Open Molecules 2025 dataset).

Structure (ORCA input):
```
! RIJCOSX wB97M-V def2-TZVPD def2/J DEFGRID3
* xyz 1 1
Mo 1.9667 -0.2444 -1.8189
C 3.5830 -2.6663 -4.4780
N 3.2334 -3.0902 -3.0975
C 4.1489 -4.1713 -2.6681
C 1.8376 -3.5878 -3.0531
C 0.7330 -2.5616 -3.1745
N 0.4649 -1.7050 -1.9832
C -0.9060 -1.0741 -2.2321
C -1.2855 0.1400 -1.4421
C -2.4144 0.2071 -0.6543
C -2.8047 1.4325 -0.1095
C -2.0431 2.5521 -0.4181
C -0.8742 2.5401 -1.1959
C -0.5139 1.2907 -1.6834
O 0.5865 1.0567 -2.4398
C -0.1913 3.8751 -1.4990
C -1.1030 4.6527 -2.4552
C 1.1896 3.7404 -2.1490
C -0.0276 4.7127 -0.2228
C -4.0486 1.4947 0.7730
C -3.8613 0.5286 1.9450
C -5.2736 1.0668 -0.0435
C -4.3046 2.8939 1.3329
C 0.3708 -2.5925 -0.7722
C 0.0391 -1.9523 0.5390
C -0.7746 -2.5949 1.4489
C -0.9404 -2.0745 2.7421
C -0.2883 -0.9002 3.0523
C 0.5520 -0.1932 2.1680
C 0.6833 -0.7705 0.9265
O 1.3532 -0.1768 -0.1313
C 1.1953 1.0925 2.6519
C 1.9522 0.8125 3.9545
C 0.0705 2.1020 2.9172
C 2.1900 1.7067 1.6667
C -1.7870 -2.8489 3.7561
C -1.8279 -2.1572 5.1175
C -1.1795 -4.2467 3.9353
C -3.2246 -2.9883 3.2439
H 4.6080 -2.3120 -4.4966
H 3.4596 -3.5194 -5.1456
H 2.9439 -1.8461 -4.7892
H 4.0478 -5.0106 -3.3534
H 5.1684 -3.8003 -2.6889
H 3.8943 -4.4773 -1.6571
H 1.7260 -4.2550 -3.9142
H 1.7184 -4.2084 -2.1695
H 0.8771 -1.9046 -4.0402
H -0.1807 -3.1338 -3.3816
H -0.8952 -0.8035 -3.2918
H -1.6291 -1.8834 -2.0883
H -2.9958 -0.6869 -0.4690
H -2.3621 3.5052 -0.0263
H -1.2440 4.1072 -3.3886
H -2.0857 4.8322 -2.0183
H -0.6587 5.6194 -2.6908
H 1.1613 3.2193 -3.1025
H 1.5872 4.7426 -2.3144
H 1.8965 3.2184 -1.4964
H -0.9781 4.9388 0.2599
H 0.6031 4.2174 0.5052
H 0.4413 5.6638 -0.4763
H -3.7464 -0.4963 1.5954
H -2.9743 0.7834 2.5301
H -4.7281 0.5593 2.6063
H -5.1796 0.0418 -0.4028
H -6.1726 1.1224 0.5696
H -5.4113 1.7149 -0.9088
H -3.4735 3.2489 1.9439
H -4.4842 3.6221 0.5423
H -5.1920 2.8732 1.9657
H -0.3781 -3.3608 -0.9969
H 1.3359 -3.0832 -0.6625
H -1.2623 -3.5186 1.1698
H -0.4091 -0.4902 4.0437
H 1.2997 0.4333 4.7392
H 2.7478 0.0851 3.7962
H 2.4036 1.7349 4.3179
H -0.6061 1.7609 3.6996
H 0.4943 3.0539 3.2370
H -0.5163 2.2737 2.0138
H 3.0262 1.0366 1.4510
H 1.7193 1.9902 0.7295
H 2.6039 2.6100 2.1171
H -0.8374 -2.0753 5.5647
H -2.2610 -1.1586 5.0529
H -2.4491 -2.7388 5.7982
H -0.1297 -4.1874 4.2226
H -1.7144 -4.7877 4.7157
H -1.2476 -4.8378 3.0226
H -3.7016 -2.0157 3.1466
H -3.2666 -3.4848 2.2750
H -3.8094 -3.5833 3.9450
F 4.1939 1.7862 -1.3485
C 5.0874 1.6423 -2.3421
F 5.7184 2.7892 -2.5118
F 5.9523 0.7041 -1.9769
S 4.2225 1.1538 -3.9243
O 3.9489 2.3468 -4.6357
O 4.9701 0.0816 -4.4953
O 2.9185 0.6003 -3.3173
Se 3.7286 -1.7540 -1.5042
*
```

HOMO-LUMO gap (spin up / spin down), hartree: 0.229 / 0.219
HOMO level (spin up / spin down), eV: -10.46 / -10.49
E_LUMO (spin up / spin down), eV: -4.2 / -4.5
ΔE to the lowest compared entry with this formula, charge and spin, eV: 0.000


3.
# C35H55HgN4OP2

C35H55HgN4OP2 as an isolated structure (ωB97M-V/def2-TZVPD, the Open Molecules 2025 dataset).

Structure (ORCA input):
```
! RIJCOSX wB97M-V def2-TZVPD def2/J DEFGRID3
* xyz 1 1
C -2.3588 0.8891 -1.7333
C -2.7880 -1.2886 -0.9205
C -3.5250 0.8852 -2.5067
C -4.0470 -1.2812 -1.5893
C -4.3949 -0.2029 -2.3846
H -3.7260 1.7559 -3.1251
H -4.6699 -2.1621 -1.4706
H -5.3484 -0.1936 -2.9056
N -2.0169 -0.1573 -0.9920
P -0.5810 2.4369 -0.1080
P -0.5913 -2.5414 0.3047
C -1.4222 2.1035 -1.7311
H -0.6284 1.9260 -2.4712
H -1.9801 2.9912 -2.0606
C -2.2846 -2.4176 -0.2189
H -2.9856 -3.2400 -0.0588
C 0.3172 -3.4183 -1.1157
C -0.5466 -3.6294 1.8550
C 0.9641 3.5152 -0.4745
C -1.9568 3.3832 0.7945
C 1.8344 -3.2246 -0.9436
H 2.2133 -3.6754 -0.0190
H 2.3482 -3.7151 -1.7857
H 2.1007 -2.1611 -0.9455
C -0.0206 -4.9174 -1.1864
H 0.3851 -5.4951 -0.3471
H -1.1032 -5.0859 -1.2623
H 0.4373 -5.3239 -2.1022
C -0.1226 -2.7974 -2.4502
H 0.4024 -3.3114 -3.2713
H -1.1993 -2.9232 -2.6118
H 0.1223 -1.7323 -2.4990
C 0.9013 -4.0769 2.1394
H 1.5991 -3.2276 2.1744
H 0.9290 -4.5623 3.1271
H 1.2720 -4.8140 1.4150
C -1.0393 -2.8060 3.0547
H -0.4024 -1.9297 3.2076
H -2.0802 -2.4840 2.9429
H -0.9756 -3.4270 3.9627
C -1.4710 -4.8447 1.7171
H -1.1767 -5.5216 0.9101
H -1.4218 -5.4145 2.6575
H -2.5109 -4.5393 1.5602
C -1.5098 3.5912 2.2516
H -2.2643 4.2087 2.7648
H -1.4381 2.6346 2.7857
H -0.5475 4.1161 2.3256
C -3.2536 2.5486 0.7767
H -3.7234 2.5570 -0.2163
H -3.0980 1.5090 1.0988
H -3.9671 3.0062 1.4790
C -2.2848 4.7388 0.1446
H -3.2407 5.0901 0.5627
H -1.5436 5.5099 0.3748
H -2.4082 4.6743 -0.9445
C 1.2888 3.5075 -1.9768
H 0.4839 3.9542 -2.5770
H 2.1917 4.1154 -2.1475
H 1.4977 2.4981 -2.3457
C 2.1387 2.8934 0.3009
H 2.3008 1.8452 0.0237
H 3.0549 3.4581 0.0719
H 1.9794 2.9368 1.3856
C 0.8299 4.9872 -0.0576
H 0.1078 5.5250 -0.6848
H 0.5788 5.1142 1.0024
H 1.8051 5.4741 -0.2187
Hg -0.1378 -0.0260 0.6402
C -2.2238 0.3336 2.7808
O -2.3749 0.2414 3.9089
N 1.4140 0.1392 -1.5636
C 2.0947 0.0576 -2.5073
C 2.9805 -0.0635 -3.7004
C 2.3809 -1.1272 -4.6222
C 3.0334 1.2883 -4.4185
C 4.3807 -0.4736 -3.2334
H 2.3365 -2.1048 -4.1219
H 1.3614 -0.8521 -4.9251
H 2.9906 -1.2317 -5.5267
H 3.4622 2.0653 -3.7725
H 3.6581 1.2092 -5.3152
H 2.0304 1.6106 -4.7277
H 5.0644 -0.5547 -4.0865
H 4.7959 0.2686 -2.5391
H 4.3571 -1.4467 -2.7250
N -0.4976 -0.3785 7.8286
C 0.0818 -0.1332 6.8411
C 0.7404 0.1229 5.5827
C 1.5109 -0.8799 4.9755
C 2.0197 -0.6450 3.6884
N 1.7939 0.4946 3.0274
C 1.1957 1.4990 3.6749
C 0.5982 1.3481 4.9291
H 1.6673 -1.8330 5.4723
H 2.6141 -1.4161 3.1896
H 1.1673 2.4599 3.1499
H 0.0743 2.1904 5.3836
*
```

HOMO-LUMO gap, hartree: 0.211
HOMO level, eV: -8.80
E_LUMO, eV: -3.0
ΔE to the lowest compared entry with this formula, charge and spin, eV: 0.000


4.
# C35H55N4OP2PdS

C35H55N4OP2PdS as an isolated structure (ωB97M-V/def2-TZVPD, the Open Molecules 2025 dataset).

Structure (ORCA input):
```
! RIJCOSX wB97M-V def2-TZVPD def2/J DEFGRID3
* xyz 1 3
C -1.5166 -1.4379 -2.4710
C 0.6610 -2.1003 -2.0218
C -1.6006 -2.2582 -3.5963
C 0.5658 -3.1090 -3.0283
C -0.5691 -3.1780 -3.8093
H -2.4726 -2.1709 -4.2410
H 1.4361 -3.7302 -3.2170
H -0.6654 -3.9082 -4.6071
N -0.5146 -1.5440 -1.5960
P -2.6631 -0.0609 -0.4052
P 2.4850 -0.4423 -0.4434
C -2.5456 -0.3417 -2.2183
H -2.2201 0.5973 -2.7021
H -3.5075 -0.6132 -2.6729
C 1.9219 -1.6047 -1.6243
H 2.7316 -2.2916 -1.9244
C 3.8555 0.3385 -1.6045
C 3.3709 -1.1756 1.1572
C -3.4203 1.6592 -0.2832
C -3.8138 -1.4924 0.0441
C 3.7835 1.8426 -1.3121
H 4.0333 2.0776 -0.2692
H 4.4980 2.3712 -1.9604
H 2.7825 2.2372 -1.5231
C 5.2704 -0.2094 -1.3814
H 5.6706 -0.0430 -0.3777
H 5.3281 -1.2795 -1.6198
H 5.9476 0.3095 -2.0789
C 3.5453 0.0843 -3.0868
H 4.1060 0.8126 -3.6898
H 3.8490 -0.9177 -3.4126
H 2.4877 0.2262 -3.3212
C 4.1581 -0.0208 1.8009
H 3.4788 0.8148 2.0329
H 4.6118 -0.3731 2.7413
H 4.9669 0.3702 1.1758
C 2.3349 -1.6333 2.1854
H 1.7188 -0.7884 2.5211
H 1.6905 -2.4339 1.8068
H 2.8659 -2.0220 3.0719
C 4.2041 -2.3991 0.7822
H 5.0335 -2.1804 0.1049
H 4.6343 -2.8253 1.7025
H 3.5678 -3.1655 0.3187
C -4.3190 -1.2646 1.4779
H -4.9201 -2.1398 1.7702
H -3.4925 -1.1808 2.1968
H -4.9632 -0.3780 1.5545
C -3.0132 -2.8129 -0.0057
H -2.7296 -3.0788 -1.0318
H -2.1090 -2.7672 0.6110
H -3.6545 -3.6179 0.3884
C -5.0082 -1.6665 -0.9116
H -5.6567 -2.4513 -0.4893
H -5.6101 -0.7584 -1.0222
H -4.6960 -2.0121 -1.9059
C -2.6237 2.6470 -1.1570
H -2.7864 2.4880 -2.2312
H -2.9608 3.6705 -0.9249
H -1.5463 2.5921 -0.9533
C -3.3131 2.1268 1.1772
H -2.2620 2.2141 1.4902
H -3.7792 3.1204 1.2574
H -3.8370 1.4579 1.8716
C -4.8817 1.6479 -0.7469
H -4.9843 1.2871 -1.7797
H -5.5333 1.0625 -0.0857
H -5.2526 2.6844 -0.7293
Pd -0.4076 -0.1259 0.3140
C -0.8297 -1.1959 1.8176
O -0.9648 -1.8459 2.7678
N 0.3377 0.9407 -1.1962
C 0.7652 1.0330 -2.3164
C 0.7317 1.9984 -3.4187
C 0.4872 3.3456 -3.0895
C 0.9407 1.6441 -4.7652
C 0.5031 4.3331 -4.0779
H 0.2981 3.6214 -2.0468
C 0.9980 2.6405 -5.7449
H 1.0749 0.5932 -5.0247
C 0.7747 3.9805 -5.4053
H 0.3152 5.3758 -3.8078
H 1.2201 2.3708 -6.7791
H 0.8110 4.7562 -6.1721
S 0.4994 1.5826 2.0899
C 0.2891 1.0425 3.7138
N -0.9326 0.8273 4.2266
C -1.1964 0.0884 5.4702
C -0.0298 0.2270 6.4228
C 1.2865 -0.0174 5.7177
N 1.3538 0.8169 4.5140
H -1.7149 1.0405 3.6162
H -1.3701 -0.9672 5.2207
H -2.1176 0.4883 5.9034
H -0.1425 -0.4820 7.2470
H -0.0309 1.2372 6.8424
H 1.3868 -1.0759 5.4347
H 2.1394 0.2465 6.3503
H 2.2592 0.9931 4.0886
*
```

HOMO-LUMO gap (spin up / spin down), hartree: 0.236 / 0.174
HOMO level (spin up / spin down), eV: -8.86 / -8.78
E_LUMO (spin up / spin down), eV: -2.4 / -4.0